{"formula": "C7H7N", "method": "ωB97M-V/def2-TZVPD", "elements": ["C", "C", "C", "C", "C", "C", "C", "N", "H", "H", "H", "H", "H", "H", "H"], "coordinates": [[-2.312284, 0.080187, 0.003066], [-1.486794, -1.093615, -0.006470], [-1.581844, 1.238275, -0.000994], [-0.182347, -0.853976, -0.021335], [1.890443, 0.354544, -0.014266], [1.022333, 1.383155, 0.001798], [1.263653, -1.025745, 0.007506], [-0.273064, 1.040862, -0.008301], [-3.385829, 0.046791, -0.006683], [-1.916341, -2.081077, -0.013682], [-2.007124, 2.230369, -0.015523], [2.959208, 0.469723, -0.035300], [1.309439, 2.426619, 0.011714], [1.570969, -1.560611, 0.913816], [1.605712, -1.613667, -0.851169]], "atomic_forces_ev_per_a": [[-0.14, 0.15, -0.04], [-0.09, -0.25, -0.02], [-0.34, 0.40, 0.00], [-0.45, 4.98, 0.08], [-0.03, 0.13, 0.06], [0.90, 0.35, -0.07], [0.34, -0.22, -0.06], [-0.31, -5.62, -0.02], [-0.14, 0.02, 0.01], [-0.01, -0.21, 0.02], [-0.05, 0.13, 0.03], [0.12, 0.07, 0.04], [0.11, 0.04, -0.02], [0.05, 0.01, -0.06], [0.05, 0.01, 0.04]], "total_charge": 0, "fmax_ev_per_a": 5.63, "e_above_lowest_kcal_mol": 49.6, "lumo_energy_ev": 1.1, "homo_lumo_gap_ha": 0.308}

{"formula": "C16H22I2NO5P", "method": "ωB97M-V/def2-TZVPD", "elements": ["N", "C", "O", "C", "C", "C", "I", "C", "C", "C", "C", "C", "C", "C", "O", "C", "C", "C", "C", "O", "P", "O", "O", "C", "I", "H", "H", "H", "H", "H", "H", "H", "H", "H", "H", "H", "H", "H", "H", "H", "H", "H", "H", "H", "H", "H", "H"], "coordinates": [[-4.416189, -3.542663, 2.594681], [-3.677747, -2.368853, 1.917536], [-3.763235, -1.101528, 2.370376], [-2.755841, -2.756739, 0.581265], [-1.921919, -1.485419, -0.031636], [-0.431358, -1.262156, 0.686602], [-0.080004, -2.134875, 2.661280], [-0.002418, 0.287162, 0.369330], [-0.604004, 1.519569, 1.265162], [-1.245880, 2.799110, 0.422168], [-1.846020, 4.134678, 1.179514], [-1.839759, 4.211082, 2.819302], [-1.212428, 2.959481, 3.698426], [-0.602873, 1.643568, 2.898653], [1.486217, 0.319921, 0.234500], [1.774834, -0.756478, -0.767303], [1.589527, -0.249296, -2.316457], [2.783700, 0.813812, -2.777607], [2.251814, 2.018437, -3.754928], [1.083215, 2.766525, -3.197050], [3.525789, -1.520474, -0.609970], [3.815539, -2.583829, -1.966103], [4.759714, -0.299375, -0.442442], [0.786086, -1.979817, -0.207882], [2.113695, -2.861448, 1.352622], [-4.940848, -3.191713, 3.434270], [-3.673724, -4.245623, 2.884384], [-2.090322, -3.727006, 0.768725], [-3.551351, -3.094914, -0.241938], [-1.764149, -1.694406, -1.193818], [-2.503695, -0.474523, 0.087029], [-0.548302, 0.471254, -0.676369], [-1.244833, 2.771944, -0.765108], [-2.256410, 5.024078, 0.525752], [-2.251194, 5.172919, 3.369743], [-1.189960, 2.999329, 4.884381], [-0.135896, 0.799112, 3.559994], [1.633280, -1.203453, -2.997374], [0.569660, 0.291570, -2.540003], [3.275193, 1.340756, -1.827050], [3.596631, 0.203316, -3.377540], [2.077321, 1.692067, -4.879466], [3.131603, 2.823443, -3.798430], [0.245386, 2.494803, -3.703980], [4.064152, -3.474696, -1.575750], [5.500065, -0.748335, 0.069369], [0.486934, -2.800320, -0.986857]], "atomic_forces_ev_per_a": [[2.50, 2.31, -0.54], [-0.01, 4.22, 2.47], [0.09, -7.89, -3.03], [-1.29, -0.16, -0.30], [0.30, -0.49, 0.66], [1.07, 0.19, -3.04], [-6.91, 2.86, 3.58], [-1.19, 0.71, 0.18], [-1.31, 3.61, 1.84], [0.14, 0.28, 3.62], [1.66, -3.37, 2.18], [1.65, -3.25, -1.79], [-0.10, -0.03, -4.52], [-1.24, 2.81, -1.60], [-1.38, -1.44, -1.39], [-2.18, 0.69, -1.40], [-0.12, 0.29, -0.56], [-0.23, 0.03, 0.10], [1.04, 0.67, -0.19], [-0.34, -1.82, -1.83], [2.94, -0.65, 1.26], [-0.42, 0.77, 0.91], [-0.33, -1.13, -0.77], [0.97, 1.01, -0.91], [3.64, -3.30, -3.12], [0.99, -0.28, -1.12], [-1.36, 1.11, -0.52], [-1.35, 2.28, -0.18], [1.62, 0.75, 1.79], [-0.12, 0.48, 2.52], [0.90, -2.12, -0.06], [1.51, -0.32, 1.95], [0.04, 0.04, 2.83], [0.92, -2.05, 1.57], [0.95, -2.29, -1.31], [-0.05, -0.12, -2.93], [-1.06, 1.74, -1.57], [-0.05, 1.78, 1.28], [1.81, -1.16, 0.79], [-1.12, -1.33, -2.06], [-1.44, 1.36, 1.32], [0.11, 0.42, 2.42], [-1.91, -1.78, 0.10], [2.07, 0.51, 1.09], [-0.49, 1.74, -0.39], [-1.50, 0.69, -0.92], [0.61, 1.63, 1.59]], "total_charge": 0, "fmax_ev_per_a": 8.45, "lumo_energy_ev": -0.5, "homo_lumo_gap_ha": 0.186}

{"formula": "C2H3BrF2O2", "method": "ωB97M-V/def2-TZVPD", "elements": ["C", "C", "O", "O", "F", "F", "Br", "H", "H", "H"], "coordinates": [[1.792616, 0.100300, -0.255459], [-1.133042, 0.177937, -0.060249], [1.748158, -1.121345, 0.186516], [-2.036316, 0.846413, -0.758583], [1.826286, 1.094814, 0.499676], [-1.284804, 0.408313, 1.275778], [-1.183838, -1.688819, -0.274936], [1.917334, 0.287586, -1.247096], [1.082394, -1.352994, 0.788304], [-2.728787, 1.247796, -0.153951]], "atomic_forces_ev_per_a": [[-2.45, -2.32, -0.98], [0.65, 0.45, 0.62], [2.74, -0.56, -1.02], [-1.26, 1.13, 0.33], [0.61, 3.10, 3.24], [0.18, 0.45, 0.05], [-0.34, -1.59, -0.37], [0.66, 0.23, -2.61], [-1.83, -0.24, 1.54], [1.05, -0.66, -0.80]], "total_charge": 0, "fmax_ev_per_a": 4.53, "e_above_lowest_kcal_mol": 100.3, "lumo_energy_ev": [0.7, -0.6], "homo_lumo_gap_ha": [0.337, 0.234]}

{"formula": "C2H3NO2", "method": "ωB97M-V/def2-TZVPD", "elements": ["C", "C", "N", "O", "O", "H", "H", "H"], "coordinates": [[0.890696, 0.410908, -0.028570], [-0.490615, 0.260165, -0.066750], [3.688886, 0.121225, -0.065345], [3.120203, -0.847873, 0.084103], [1.680112, 1.386751, 0.001215], [1.348537, -0.660999, 0.021436], [-0.729972, -0.792471, 0.039588], [-1.112296, 0.963434, 0.407411]], "atomic_forces_ev_per_a": [[3.35, -0.41, -0.25], [-0.07, -0.64, 1.03], [0.81, 1.24, -0.14], [0.48, -1.72, 0.22], [-2.28, -1.41, -0.09], [-0.62, 1.73, -0.20], [-0.66, 0.18, -0.49], [-1.01, 1.03, -0.07]], "total_charge": 0, "fmax_ev_per_a": 3.39, "e_above_lowest_kcal_mol": 125.5, "lumo_energy_ev": [0.9, -2.2], "homo_lumo_gap_ha": [0.416, 0.209]}

{"formula": "C10H18Br12NO3P", "method": "ωB97M-V/def2-TZVPD", "elements": ["C", "P", "C", "O", "C", "O", "O", "C", "C", "C", "N", "H", "H", "H", "H", "H", "H", "H", "H", "H", "H", "H", "H", "H", "H", "C", "Br", "Br", "Br", "H", "C", "Br", "Br", "Br", "H", "C", "Br", "Br", "Br", "H", "C", "Br", "Br", "Br", "H"], "coordinates": [[4.638719, 0.957562, 3.299342], [4.897705, 2.684110, 2.578146], [5.276353, 2.645596, 0.733580], [3.625250, 3.777945, 2.982115], [2.423455, 3.495389, 2.299134], [2.272804, 3.542766, 1.055048], [1.301724, 3.188538, 3.102850], [0.346460, 2.361565, 2.392717], [0.932301, 0.900560, 1.992114], [0.770375, 0.687864, 0.393377], [2.050035, 0.284399, -0.282795], [4.317635, 0.189802, 2.508098], [5.670394, 0.611992, 3.673809], [3.870029, 0.909122, 4.134777], [5.588312, 3.691845, 0.373348], [4.414767, 2.322876, 0.062090], [6.203883, 1.981109, 0.593777], [-0.500360, 2.145204, 3.140183], [-0.158122, 2.882636, 1.510722], [2.029090, 0.782452, 2.271562], [0.348749, 0.098686, 2.563045], [0.413565, 1.628545, -0.141539], [0.061085, -0.203188, 0.266012], [2.644638, 1.112708, -0.458622], [2.522766, -0.357065, 0.367109], [1.068300, -3.913886, -0.561192], [0.730963, -3.606263, 1.324210], [-0.424981, -3.350397, -1.661192], [2.732255, -3.102758, -1.135713], [1.174689, -4.988386, -0.694503], [-3.718081, 2.496581, 3.244865], [-2.996780, 1.119845, 4.404918], [-2.835949, 2.517779, 1.518092], [-5.643408, 2.353615, 3.068368], [-3.511889, 3.453594, 3.719732], [-3.832673, -4.887395, -3.749611], [-2.128668, -5.712284, -4.166683], [-4.433537, -5.337167, -1.961728], [-3.792371, -2.970598, -4.035194], [-4.563675, -5.297489, -4.443737], [-6.839391, -2.265782, -7.334195], [-5.134832, -3.092155, -7.752401], [-7.441733, -2.714963, -5.545634], [-6.799768, -0.348735, -7.620513], [-7.570080, -2.676174, -8.027888]], "atomic_forces_ev_per_a": [[-0.66, -1.37, -1.00], [2.71, 1.15, 1.23], [-0.64, -0.01, -1.02], [-2.64, -2.03, -1.86], [-1.90, 0.30, -2.48], [1.25, -0.27, 4.00], [2.56, 0.09, -1.09], [-1.29, -1.59, 0.44], [-0.60, 0.93, -0.75], [0.41, -0.82, 0.36], [-0.48, 0.50, 0.69], [0.33, 0.97, 1.09], [-1.60, 0.80, -0.45], [1.08, 0.32, -0.96], [-0.55, -1.45, 0.91], [1.24, 0.21, 0.78], [-1.48, 0.77, 0.39], [1.47, 0.75, -0.87], [1.29, -0.55, 1.21], [-1.36, 0.38, -0.29], [0.79, 1.13, -0.81], [0.17, -1.35, 0.90], [0.69, 1.50, -0.12], [-0.48, -0.73, 0.45], [0.07, 0.42, -0.63], [0.01, -0.06, -0.12], [0.06, 0.03, -0.30], [0.29, -0.02, 0.26], [-0.31, -0.19, 0.11], [-0.04, 0.27, 0.06], [-0.02, 0.10, 0.02], [-0.14, 0.20, -0.23], [-0.57, -0.09, 0.20], [0.38, -0.02, 0.02], [-0.04, -0.24, -0.12], [-0.08, -0.02, -0.07], [-0.32, 0.13, 0.05], [0.15, 0.11, -0.31], [0.11, -0.34, 0.17], [0.17, 0.12, 0.16], [-0.06, -0.04, -0.06], [-0.31, 0.17, 0.09], [0.13, 0.10, -0.32], [0.03, -0.37, 0.10], [0.19, 0.10, 0.18]], "total_charge": 0, "fmax_ev_per_a": 4.20, "lumo_energy_ev": -0.2, "homo_lumo_gap_ha": 0.293}

{"formula": "C3H5N3OS", "method": "ωB97M-V/def2-TZVPD", "elements": ["C", "C", "C", "N", "N", "N", "O", "S", "H", "H", "H", "H", "H"], "coordinates": [[0.797347, -0.183529, -1.778937], [0.180950, 1.070670, -1.970668], [0.401951, -0.545115, -0.540015], [-0.638855, 1.376537, -0.978146], [-0.433954, 0.395090, -0.081012], [-0.020156, 0.047288, 2.390821], [-1.575210, -1.374877, 1.186031], [-1.336569, 0.037254, 1.394847], [1.205630, -0.792588, -2.605629], [0.172768, 1.634929, -2.940145], [0.876315, -1.228183, 0.123055], [-0.024871, 0.448120, 3.411553], [0.394654, -0.885594, 2.388243]], "atomic_forces_ev_per_a": [[0.23, 0.08, -2.05], [-0.97, -0.07, -1.80], [1.07, -0.49, 0.08], [0.05, 0.41, 0.58], [2.45, 0.28, -1.85], [2.58, 1.15, 2.73], [-0.65, -2.60, -1.13], [-3.97, 2.60, 3.65], [0.33, 0.53, 0.98], [-0.03, -0.35, 1.36], [-0.30, -0.83, 0.25], [-0.71, -0.97, -2.96], [-0.08, 0.27, 0.15]], "s_squared": 2.0107, "total_charge": 0, "multiplicity": 3, "fmax_ev_per_a": 5.99, "e_above_lowest_kcal_mol": 74.7, "lumo_energy_ev": [0.5, -3.7], "homo_lumo_gap_ha": [0.203, 0.210]}

{"formula": "CH26O14", "method": "ωB97M-V/def2-TZVPD", "elements": ["O", "H", "H", "H", "O", "H", "H", "H", "O", "H", "H", "H", "O", "H", "H", "H", "C", "O", "O", "O", "O", "H", "H", "O", "H", "H", "O", "H", "H", "O", "H", "H", "O", "H", "H", "O", "H", "H", "O", "H", "H"], "coordinates": [[1.394277, 2.880275, 1.064269], [2.126270, 2.314666, 0.807589], [1.523041, 3.228648, 1.949512], [0.566719, 2.403512, 0.967124], [2.641429, -0.248368, -1.237845], [2.968984, 0.422767, -0.634615], [3.130368, -1.047898, -1.029759], [1.703035, -0.413211, -1.120200], [2.502423, -1.286465, 2.388533], [2.836159, -2.120990, 2.051217], [3.221600, -0.652270, 2.435211], [1.803953, -0.963738, 1.814426], [-0.561185, -3.058069, 0.570894], [-0.364375, -2.139777, 0.769914], [-1.283215, -3.053242, -0.061754], [0.207826, -3.512838, 0.219599], [-0.067895, 0.222204, 0.089764], [-0.536344, 1.205660, 0.647476], [0.481343, -0.645620, 0.836891], [-0.095548, 0.024389, -1.111935], [-2.405547, -2.277399, -1.143640], [-2.366136, -1.428800, -1.584727], [-3.223504, -2.669198, -1.449705], [-2.768335, 0.373290, -2.177197], [-2.568211, 0.224682, -3.101368], [-1.918475, 0.547109, -1.772536], [-1.817850, 2.987404, -1.153832], [-2.038584, 3.691989, -0.544660], [-1.407274, 2.317420, -0.607227], [-2.258076, 1.964260, 2.683397], [-1.785009, 1.633136, 3.446813], [-1.810836, 1.570232, 1.934439], [-0.109178, 0.529916, -3.888890], [-0.401955, 1.437218, -3.974365], [-0.163827, 0.347469, -2.950830], [-0.075685, 0.653908, 3.571966], [0.726053, 0.871787, 4.047343], [0.180771, 0.667833, 2.649862], [0.655764, -2.403339, -2.184460], [1.073532, -2.937249, -1.508703], [0.283498, -1.661306, -1.707989]], "atomic_forces_ev_per_a": [[2.03, 1.48, -0.19], [0.30, 0.18, -0.07], [-0.04, 0.60, 0.84], [-3.34, -1.96, -0.54], [2.21, 0.23, -0.38], [0.07, 0.70, -0.10], [0.47, -0.92, -0.57], [-3.32, -0.01, -0.23], [1.42, -0.65, 1.40], [0.35, -0.96, 0.13], [0.68, 0.37, 0.51], [-3.27, 1.16, -1.85], [0.50, -1.80, 1.43], [0.86, 2.23, 0.46], [-2.30, 0.29, -2.07], [0.08, -0.34, -0.20], [-0.52, 0.31, 0.75], [-0.32, 3.58, 1.26], [3.27, -3.66, 2.60], [0.87, -0.76, -3.44], [0.65, -1.14, 0.88], [-0.21, 1.11, -0.40], [-0.32, -0.24, 0.01], [-0.29, -0.88, 0.34], [0.04, 0.15, -0.54], [0.15, 0.48, -0.04], [0.37, 0.19, -0.41], [-0.30, 0.26, 0.10], [-0.11, -0.14, 0.30], [-0.37, 0.55, -0.05], [-0.07, -0.07, 0.18], [-0.16, -0.12, -0.07], [0.18, -0.29, -0.15], [-0.11, 0.37, -0.15], [-0.04, 0.13, 0.08], [0.74, -0.24, 0.28], [0.07, 0.08, 0.66], [-0.48, -0.13, -0.63], [0.81, -0.35, 0.01], [0.22, -0.51, -0.21], [-0.78, 0.69, 0.06]], "total_charge": 2, "fmax_ev_per_a": 5.55, "e_above_lowest_kcal_mol": 66.9, "lumo_energy_ev": -9.6, "homo_lumo_gap_ha": 0.214}